1.
{
  "formula": "CN4O2",
  "method": "ωB97M-V/def2-TZVPD",
  "species": ["C", "N", "N", "N", "N", "O", "O"],
  "positions_angstrom": [[-0.292, 0.526, 1.240], [0.021, -1.493, -0.786], [-1.484, 1.172, 1.418], [1.097, -1.752, -0.808], [-0.789, 1.446, 0.365], [2.216, -2.012, -0.821], [-0.768, 2.114, -0.607]],
  "homo_energy_ha": -0.3918,
  "multiplicity": 1,
  "total_charge": 0,
  "e_tot_ev": -11084.406,
  "relative_energy_kj_mol": 592.8,
  "gap_ev": 10.19
}

***

2.
{
  "formula": "CNO4S",
  "method": "ωB97M-V/def2-TZVPD",
  "species": ["C", "N", "O", "O", "O", "O", "S"],
  "positions_angstrom": [[1.370, 0.971, 1.216], [-1.541, -0.983, -1.268], [0.310, 1.192, 1.665], [2.464, 1.270, 0.968], [-2.513, -0.481, -0.750], [-1.103, -0.865, -2.386], [1.012, -1.103, 0.556]],
  "homo_energy_ha": [-0.1535, -0.1429],
  "multiplicity": 1,
  "total_charge": -1,
  "e_tot_ev": -21549.503,
  "relative_energy_kj_mol": 384.6,
  "gap_ev": [5.88, 7.01]
}